One molecule with the formula C14H32B3O9PS at a distorted geometry. Source: the OMol25 dataset; level of theory: the ωB97M-V functional and the def2-TZVPD basis.

Results
E_HOMO (eV): -7.9299
Calculated total energy (eV): -55613.364
LUMO (eV): 0.24
Energy relative to the best compared isomer or geometry (same formula, charge and spin) (kcal per mole): 203.7
Kohn-Sham gap (Eh): 0.3001

```
! wB97M-V def2-TZVPD RIJCOSX def2/J DEFGRID3
* xyz 0 1
H 0.94314 -1.79175 0.35406
H 4.52837 -1.91046 0.93802
C 0.70599 -0.89708 1.11529
C 0.83455 -1.68214 2.58689
H -1.89728 2.96763 -3.00659
H -1.85240 -0.98671 2.72542
O 1.22586 -0.67214 -1.96719
C 1.22194 4.31453 -1.61396
O -3.52809 1.37423 -1.45978
H 4.15323 -2.23065 4.16447
C -3.32743 -1.15080 -1.86726
P 0.49321 2.54820 -2.01094
H 2.15641 -2.63172 -2.48678
H -2.43737 3.00079 2.36172
H -3.23592 -3.39839 -2.30919
S 1.38336 1.67832 1.35486
H -3.17120 -2.95530 -0.47818
H -0.60160 4.11964 -3.80392
H 5.59706 -2.35592 2.50622
H 2.09544 -3.39551 3.46506
H 0.67662 5.17011 -2.19564
H -1.51857 2.65390 -0.61696
H 1.13725 4.52362 -0.44199
O 1.71553 0.09586 0.86018
H 6.03351 -0.81608 1.50266
H -3.40004 -1.04165 -3.05545
C 5.13695 -1.47953 1.86532
O 4.16411 -0.65148 2.62748
H -0.04551 0.20557 -3.98763
H 0.85468 -0.82615 3.41774
O -2.90252 2.39476 1.71380
C -1.53606 -0.00610 2.11647
C -0.86710 -0.48298 0.73863
H 2.39599 4.27238 -1.82139
H 2.70919 -2.86503 1.72446
H -4.46821 -1.12153 -1.51139
H -0.76385 0.52957 2.85836
H 0.24952 -2.55381 -2.67911
C 1.24654 -1.94308 -2.76539
C -2.76548 -2.61121 -1.54479
H -0.09982 -2.34937 2.81977
B -2.83249 0.96935 2.16091
H -4.48162 1.05957 -1.32309
H 1.36445 -1.68668 -3.92548
C 2.28226 -2.48001 2.74800
C -1.05797 0.34826 -0.64096
C 3.41619 -1.53831 3.53660
H -0.61213 2.29696 -4.33509
H -4.80960 1.15871 2.75765
O 2.54477 2.49180 0.63732
C -0.57079 1.92933 -0.49389
C -0.79498 3.01378 -3.40380
H -1.35510 -1.55678 0.52991
O -4.13803 0.41060 2.66315
B -2.59351 0.19194 -1.32433
B -0.16078 -0.20063 -1.95195
H -1.61351 -2.79051 -1.56841
H 2.90760 -0.82267 4.34450
O -0.01851 2.35743 0.75621
O -0.71622 -0.19471 -3.36059
*
```

In elementary charge units, the Löwdin charges are: H 0.16; H 0.10; C -0.30; C -0.13; H 0.05; H 0.13; O -0.09; C -0.30; O 0.00; H 0.12; C -0.17; P 0.97; H 0.11; H 0.12; H 0.10; S 1.05; H 0.10; H 0.05; H 0.10; H 0.11; H 0.04; H 0.14; H 0.05; O -0.31; H 0.10; H 0.14; C -0.11; O -0.26; H 0.11; H 0.11; O 0.03; C -0.08; C -0.17; H 0.06; H 0.11; H 0.13; H 0.12; H 0.09; C -0.08; C -0.15; H 0.12; B -0.40; H 0.11; H 0.11; C -0.14; C -0.11; C -0.22; H 0.05; H 0.11; O -0.45; C -0.42; C -0.29; H 0.16; O 0.03; B -0.30; B -0.54; H 0.06; H 0.14; O -0.38; O 0.00